No. 1
A cluster of 6 separate species, C24H47Br10O3P in total in a non-equilibrium geometry. Source: the OMol25 dataset; level of theory: ωB97M-V with the def2-TZVPD basis set.

```
85
Properties=species:S:1:pos:R:3:forces:R:3
C -2.4032 5.2748 2.8989 -0.404 -0.576 -0.059
C -2.0547 4.0844 2.0016 0.548 -0.211 0.263
P -0.5045 4.3938 1.0131 -0.140 1.132 0.165
C -0.9440 3.8699 -0.7262 0.144 -0.674 0.172
C -0.5642 4.9190 -1.7359 -2.900 0.413 2.471
O 0.2915 4.7879 -2.5083 3.155 -0.416 -2.748
C 0.7072 3.1742 1.6828 -0.196 -0.160 -0.817
C 2.1484 3.4032 1.1981 0.056 -0.277 0.866
C 3.0274 2.2058 1.6402 -0.415 -0.224 -0.340
C 3.5533 1.3853 0.4587 -0.263 0.576 -0.162
C 2.4232 0.9032 -0.4886 0.550 -0.220 0.064
C 2.3433 -0.6141 -0.7377 -0.498 0.440 0.452
C 2.3559 -1.4869 0.5177 -0.413 -0.796 -0.701
C 1.1763 -1.2269 1.4551 1.555 0.804 0.287
O -0.0132 -0.8020 0.7823 0.111 0.135 0.723
C -0.9268 -1.7558 0.6146 -1.569 1.640 -0.623
C -2.3185 -1.2505 0.3357 0.142 0.076 -0.574
O -0.7082 -2.9117 0.6406 0.959 -2.556 0.428
H -3.1977 4.9348 3.5638 -0.148 0.244 0.137
H -2.7694 6.1281 2.3343 0.125 0.159 -0.044
H -1.5569 5.5465 3.5252 -0.171 0.105 -0.261
H -1.8750 3.2432 2.6755 0.082 -0.204 -0.137
H -2.8904 3.7872 1.3732 -0.058 0.098 -0.189
H -0.4453 2.9449 -1.0237 0.098 -0.052 0.099
H -2.0161 3.6880 -0.8007 -0.150 0.108 0.139
H -1.1778 5.8435 -1.7375 -0.088 0.081 0.221
H 0.4093 2.1514 1.4403 -0.147 -0.073 0.083
H 0.6898 3.2695 2.7697 -0.130 0.052 0.059
H 2.5153 4.3037 1.6895 0.019 0.196 -0.203
H 2.2217 3.5580 0.1231 -0.143 0.000 -0.110
H 3.8226 2.5332 2.3068 0.234 0.031 -0.125
H 2.4052 1.5344 2.2347 -0.031 0.009 0.219
H 4.2019 2.0456 -0.1198 0.297 -0.137 0.007
H 4.1505 0.5614 0.8299 0.092 -0.079 -0.033
H 1.4649 1.2616 -0.1177 -0.120 -0.101 -0.004
H 2.5754 1.3712 -1.4594 -0.179 0.122 -0.097
H 3.0803 -0.9352 -1.4698 0.327 -0.068 0.149
H 1.3763 -0.7966 -1.2063 -0.013 -0.030 -0.253
H 3.3044 -1.4523 1.0562 -0.229 0.251 0.198
H 2.2600 -2.5218 0.1788 0.087 -0.087 -0.071
H 1.0339 -2.0805 2.1094 -0.469 -0.177 -0.173
H 1.4602 -0.3969 2.1009 -0.292 0.222 0.022
H -2.9096 -1.1715 1.2436 0.119 0.203 0.164
H -2.7769 -2.0037 -0.2921 -0.145 -0.060 0.003
H -2.3235 -0.3248 -0.2346 0.007 0.225 0.267
Br -2.7941 6.6277 6.9753 0.070 -0.028 0.022
C -1.2038 7.7489 6.9579 -0.265 0.051 0.029
C -0.6409 7.8889 5.5694 0.228 -0.047 -0.060
Br 0.2938 6.2784 5.0097 0.300 0.100 0.225
H -0.4994 7.3076 7.6559 0.033 -0.004 -0.057
H -1.5297 8.7159 7.3359 0.027 0.010 -0.047
H 0.1064 8.6792 5.5375 -0.020 0.000 0.044
H -1.4038 8.0854 4.8214 -0.037 -0.020 0.053
Br -3.6878 -2.9611 -2.6804 -0.028 -0.039 -0.043
C -4.6306 -4.0302 -1.3562 0.141 -0.006 -0.112
C -6.1168 -3.8218 -1.4354 -0.105 0.054 0.205
Br -6.6463 -2.1133 -0.6625 -0.006 0.002 -0.070
H -4.2155 -3.7688 -0.3865 -0.070 0.023 0.007
H -4.3767 -5.0597 -1.5884 -0.022 -0.001 0.004
H -6.6384 -4.5756 -0.8487 0.055 -0.014 0.002
H -6.4908 -3.8354 -2.4546 0.066 0.003 -0.008
Br 5.9758 0.5509 3.2880 -0.044 -0.085 -0.006
C 7.0618 -0.9823 2.7854 0.071 0.205 0.128
C 7.4091 -0.9649 1.3208 -0.029 -0.241 -0.161
Br 5.8922 -1.4820 0.2149 0.279 -0.040 -0.027
H 6.5061 -1.8686 3.0754 0.011 -0.011 -0.066
H 7.9629 -0.9065 3.3908 0.019 -0.013 -0.053
H 8.1829 -1.6996 1.1069 0.000 0.004 0.053
H 7.7342 0.0101 0.9713 -0.030 0.022 0.080
Br -4.8262 -6.6620 -3.7987 0.015 -0.036 -0.103
C -3.0174 -7.3054 -4.1205 -0.165 -0.187 -0.051
C -2.4529 -8.0038 -2.9129 0.189 0.086 0.111
Br -1.9234 -6.7331 -1.5369 -0.054 -0.030 -0.006
H -2.4301 -6.4469 -4.4256 0.013 0.023 0.057
H -3.1059 -7.9983 -4.9558 0.000 -0.031 0.047
H -1.5423 -8.5392 -3.1749 -0.021 0.019 -0.054
H -3.1557 -8.6924 -2.4541 -0.027 0.019 -0.049
Br 1.5094 -3.9888 -7.3545 -0.025 -0.056 0.061
C 0.0712 -5.2823 -7.5581 0.179 0.121 -0.189
C -1.2808 -4.6219 -7.5075 -0.169 -0.113 0.190
Br -1.7722 -4.1258 -5.6904 0.025 0.120 -0.081
H 0.2058 -6.0272 -6.7798 -0.058 0.026 0.016
H 0.2344 -5.7424 -8.5307 -0.054 0.010 0.003
H -2.0553 -5.3131 -7.8351 0.046 -0.019 -0.020
H -1.3315 -3.7169 -8.1047 0.069 -0.017 -0.007
```
Positions in Å, forces in eV/Å.

net charge: 0
frontier orbital gap: 8.306 eV
2S+1: 1
HOMO level: -7.9962 eV
SMILES string: CCP(CC=O)CCCCCCCCOC(C)=O.BrCCBr.BrCCBr.BrCCBr.BrCCBr.BrCCBr

=====

No. 2
A cluster of 2 separate species, C24H47Br2F10NO4PS2 in total. Source: the OMol25 dataset; level of theory: ωB97M-V with the def2-TZVPD basis set.

```
91
Properties=species:S:1:pos:R:3:forces:R:3
C 5.5485 -2.7884 1.5561 -0.240 0.376 -0.261
C 5.5750 -2.3520 0.0853 0.144 -0.172 0.037
C 4.8555 -3.3309 -0.8419 0.031 -0.034 0.063
C 3.3254 -3.3550 -0.7416 0.007 -0.012 -0.010
C 2.6368 -1.9868 -0.7611 0.044 0.070 -0.046
C 2.3808 -1.3533 0.6079 0.030 0.010 -0.022
C 1.4413 -0.1345 0.5339 0.017 0.002 -0.009
C 0.2155 -0.1850 1.4663 -0.023 -0.081 0.034
C 0.0019 1.0350 2.3887 0.026 0.014 -0.036
C -1.3667 1.7283 2.2514 -0.039 -0.011 -0.022
C -1.4128 3.0618 1.4828 0.053 -0.088 0.073
P -1.8809 3.0374 -0.3845 -0.074 0.246 0.356
N -2.6961 4.6534 -0.2910 -0.083 -0.155 -0.058
F -1.1086 1.4892 -0.5663 0.030 0.013 -0.069
C -0.2216 3.9367 -0.8035 0.127 0.036 -0.072
C 1.1044 3.2055 -0.5993 -0.026 0.024 -0.016
C -3.5374 2.1190 0.0184 -0.035 -0.061 0.035
C -3.7380 0.6515 -0.3565 0.160 0.076 0.093
C -5.2069 0.2689 -0.4957 -0.040 0.048 0.019
C -5.3896 -1.2448 -0.6380 0.129 0.058 -0.119
C -6.7638 -1.6938 -0.2288 -0.189 -0.109 0.010
F -6.9043 -1.6193 1.1222 -0.067 -0.033 -0.050
F -7.7245 -0.9123 -0.7900 -0.028 -0.078 0.042
C -7.0466 -3.1578 -0.6795 0.083 -0.134 -0.023
F -7.0901 -3.1895 -2.0194 0.097 -0.054 0.182
F -6.0333 -3.9460 -0.2702 -0.221 0.252 -0.102
S -8.6425 -4.0125 -0.0522 0.084 0.062 0.033
F -9.3859 -3.8023 -1.4351 -0.023 0.057 -0.056
F -9.2822 -2.6697 0.4790 0.049 0.084 0.024
F -7.9549 -4.2499 1.3569 0.037 0.011 0.054
F -8.0690 -5.3989 -0.5803 0.053 -0.083 -0.068
F -9.9118 -4.7917 0.4780 -0.083 -0.025 0.018
C -2.1824 3.0677 -2.3864 -0.068 -0.147 -0.254
Br -3.9869 2.6909 -3.1514 -0.060 -0.023 -0.012
C -1.1421 2.3167 -3.1818 0.014 -0.051 -0.030
C -1.4070 0.8755 -3.5725 -0.015 0.039 0.001
Br -0.6795 3.3133 -4.8717 0.030 -0.012 -0.025
H 4.5812 -3.2343 1.7944 0.067 -0.073 0.082
H 6.3440 -3.5019 1.7710 -0.065 -0.073 0.057
H 5.6665 -1.9211 2.2065 0.091 -0.160 0.102
H 5.1610 -1.3467 -0.0126 -0.050 -0.040 -0.067
H 6.6149 -2.2796 -0.2471 0.013 0.061 0.033
H 5.1346 -3.1258 -1.8797 -0.015 0.106 0.007
H 5.2343 -4.3355 -0.6198 0.001 -0.032 -0.094
H 3.0166 -3.9079 0.1508 -0.024 0.053 0.041
H 2.9555 -3.9350 -1.5908 0.020 -0.089 0.027
H 1.6731 -2.0757 -1.2693 -0.029 -0.049 0.026
H 3.2262 -1.2951 -1.3746 -0.037 0.024 -0.034
H 3.3315 -1.0582 1.0587 -0.023 -0.065 0.084
H 1.9562 -2.1158 1.2695 -0.037 -0.005 -0.031
H 2.0063 0.7766 0.7382 0.027 -0.031 -0.019
H 1.0886 -0.0356 -0.4951 -0.020 0.078 0.007
H 0.2928 -1.0842 2.0852 -0.016 0.003 0.026
H -0.6815 -0.3028 0.8579 0.041 -0.051 -0.008
H 0.1012 0.7013 3.4252 0.085 0.019 0.012
H 0.8054 1.7608 2.2306 -0.052 0.008 0.004
H -2.0439 1.0092 1.7887 -0.076 0.023 0.032
H -1.7676 1.8999 3.2560 0.037 0.010 0.025
H -2.1424 3.7018 1.9882 -0.056 0.026 -0.076
H -0.4573 3.5762 1.6103 0.011 -0.025 0.029
H -3.4393 4.6969 -0.9834 0.034 0.030 0.016
H -3.1650 4.7381 0.6045 0.006 0.028 -0.013
H -0.2420 4.3623 -1.8103 -0.022 -0.015 -0.006
H -0.2437 4.8070 -0.1475 -0.063 0.019 0.005
H 1.1184 2.2174 -1.0583 0.023 0.021 -0.013
H 1.9347 3.7844 -1.0161 0.008 0.018 0.007
H 1.3202 3.0636 0.4624 -0.034 -0.074 -0.026
H -4.3722 2.6905 -0.3892 0.107 0.087 -0.149
H -3.6372 2.2098 1.1040 -0.114 0.038 0.003
H -3.2206 0.4396 -1.2892 0.003 -0.112 -0.079
H -3.2820 0.0097 0.4053 0.084 -0.021 -0.069
H -5.6222 0.7634 -1.3749 -0.052 0.063 0.041
H -5.7655 0.6386 0.3688 0.029 -0.068 0.062
H -4.6755 -1.7806 -0.0104 -0.018 -0.013 0.000
H -5.2246 -1.5575 -1.6705 0.085 0.018 -0.007
H -2.1132 4.1211 -2.6305 0.098 0.059 0.120
H -0.2027 2.3782 -2.6491 -0.023 0.045 0.043
H -1.9174 0.3733 -2.7557 0.026 -0.048 0.085
H -2.0233 0.8108 -4.4666 -0.079 0.009 0.042
H -0.4660 0.3585 -3.7589 0.026 0.022 -0.056
C 8.9235 -0.1167 0.7258 0.015 0.033 -0.068
C 9.9399 0.1998 1.8072 0.027 -0.037 -0.011
O 9.1778 0.9315 2.7763 -0.008 0.075 -0.033
S 7.6818 0.3665 2.8417 0.075 0.003 -0.002
O 7.5700 -0.5758 3.8966 -0.043 -0.026 -0.028
O 6.7909 1.4626 2.7447 0.017 0.015 0.033
O 7.7352 -0.4335 1.4614 0.017 -0.015 0.079
H 8.7288 0.7420 0.0819 0.008 0.009 0.013
H 9.1863 -0.9848 0.1273 -0.032 -0.021 0.016
H 10.7473 0.8406 1.4646 -0.013 0.030 0.023
H 10.3408 -0.7044 2.2680 -0.009 -0.007 -0.006
```
Positions in Å, forces in eV/Å.

net charge: -1
frontier orbital gap: 6.184 eV
2S+1: 1
HOMO level: -4.5234 eV